113
Properties=species:S:1:pos:R:3:mulliken_charge:R:1 method="wB97M-V/def2-TZVPD" gap_ev=8.5 total_energy_ev=-57980.755 charge=0 multiplicity=1 smiles="COC[C@H](C)N.NC(N)=O.NC(N)=O.NC(N)=O.CC(C)O.CC(C)O.CC(C)O.CC(C)O.CC(C)O.CC(C)O" e_homo_ev=-9.05
C -25.7991 -0.0797 -0.6835 -0.59
C -26.0155 -1.5913 -0.9348 0.70
C -26.5189 -1.9296 -2.2934 -1.62
O -24.6522 -2.1231 -1.0392 -0.80
H -25.1207 0.0597 0.1583 -0.09
H -26.7001 0.5336 -0.6746 0.52
H -25.2182 0.3456 -1.5019 0.07
H -26.4942 -2.0536 -0.0715 0.35
H -26.0344 -1.3679 -3.0920 0.20
H -27.5668 -1.6374 -2.3613 0.47
H -26.4106 -2.9892 -2.5249 0.55
H -24.6764 -2.8401 -1.6770 0.31
C -17.4503 4.1182 -6.0830 -1.07
C -18.2330 4.5776 -4.7966 0.15
C -18.9919 3.3631 -4.2489 -1.28
O -17.2768 4.9684 -3.8809 -0.56
H -18.1546 3.6094 -6.7411 0.18
H -16.6762 3.3897 -5.8418 0.32
H -16.9890 4.9914 -6.5444 0.37
H -18.8305 5.4870 -4.8611 0.41
H -18.3623 2.4787 -4.1511 0.37
H -19.9723 3.1216 -4.6594 0.39
H -19.2298 3.6015 -3.2123 0.38
H -17.0469 5.8506 -4.1818 0.34
C -22.2291 0.6928 -8.1438 -1.32
C -20.8403 1.0376 -7.7485 0.74
C -20.3325 0.3364 -6.4710 -0.80
O -19.9674 0.5790 -8.8267 -0.58
H -22.4646 0.9404 -9.1789 0.51
H -22.9327 1.1954 -7.4802 0.02
H -22.3726 -0.3877 -8.1387 0.37
H -20.7898 2.1259 -7.7159 0.17
H -20.6890 0.6711 -5.4969 -0.11
H -19.2442 0.3923 -6.4955 0.43
H -20.5275 -0.7359 -6.4601 0.25
H -20.3446 0.9402 -9.6323 0.33
C -17.0068 -0.6590 0.3928 -0.84
C -17.3784 -2.1111 0.0552 0.88
C -16.5364 -2.6928 -1.0454 -1.55
O -17.1272 -2.7843 1.2919 -0.63
H -17.2184 -0.3506 1.4166 0.27
H -17.6945 -0.0573 -0.2014 0.05
H -15.9605 -0.3926 0.2428 0.38
H -18.4147 -2.1767 -0.2761 -0.08
H -16.8470 -2.3479 -2.0316 0.34
H -16.6622 -3.7749 -1.0815 0.37
H -15.4827 -2.4482 -0.9112 0.36
H -17.7506 -2.3430 1.8734 0.53
C -22.4912 1.2796 -2.7518 -0.65
C -21.6577 0.2280 -1.8241 0.37
C -20.2559 0.5952 -1.3472 -0.53
O -22.4792 -0.0057 -0.6972 0.15
H -22.8276 2.1637 -2.2102 0.40
H -23.3742 0.8129 -3.1883 -0.07
H -21.7928 1.6293 -3.5120 -0.07
H -21.5442 -0.7032 -2.3792 0.33
H -19.6288 0.9481 -2.1660 0.37
H -19.8527 -0.3757 -1.0590 -0.27
H -20.3500 1.3726 -0.5891 0.42
H -23.1809 -0.4970 -1.1306 -0.30
C -26.7353 0.3025 -6.3850 -1.28
C -26.3961 1.0609 -5.1093 1.53
C -25.1487 1.8689 -5.2893 -1.04
O -27.4698 1.9666 -4.9536 -0.62
H -27.6715 -0.2535 -6.3359 0.37
H -25.9376 -0.4074 -6.6036 0.21
H -26.7191 0.9922 -7.2289 0.37
H -26.1432 0.4016 -4.2790 -0.59
H -24.2263 1.2896 -5.3320 -0.06
H -24.9557 2.4924 -4.4163 0.38
H -25.2088 2.5147 -6.1653 0.41
H -27.2879 2.5850 -4.2422 0.39
C -23.4407 -1.7738 -5.0499 0.55
C -23.3481 -3.1629 -5.6416 0.57
C -23.0081 -3.2911 -7.0985 -0.98
O -24.0326 -2.7036 -7.9798 -0.25
C -23.8650 -3.0650 -9.3444 -0.86
N -22.3540 -3.8203 -4.8558 -0.74
H -23.8177 -1.0704 -5.7924 -0.20
H -22.4246 -1.4249 -4.8660 -0.16
H -23.9858 -1.8045 -4.1065 -0.50
H -24.3094 -3.6666 -5.5400 0.30
H -22.9261 -4.3444 -7.3668 0.51
H -22.0457 -2.8562 -7.3684 0.27
H -24.6393 -2.7217 -10.0305 0.27
H -23.8189 -4.1426 -9.5019 0.32
H -22.9410 -2.6639 -9.7609 0.32
H -22.0995 -4.6835 -5.3141 0.30
H -21.5174 -3.2628 -4.9524 0.26
C -24.2895 -2.5322 2.7089 0.62
O -24.7596 -3.6080 2.5297 -0.68
N -24.0828 -2.0688 3.8874 -0.32
N -24.1502 -1.5394 1.8548 -0.04
H -23.8199 -1.0977 3.9767 0.09
H -24.2694 -2.6230 4.7109 0.23
H -23.8498 -0.6442 2.2132 0.03
H -24.4464 -1.6610 0.8969 0.05
C -20.0328 -1.0610 2.8887 0.73
O -19.1084 -1.8155 2.8680 -0.75
N -20.6299 -0.7131 3.9847 -0.37
N -20.6491 -0.6618 1.7889 0.36
H -20.3162 -1.1846 4.8211 0.26
H -21.4899 -0.1838 3.9628 0.05
H -20.3502 -1.0112 0.8896 -0.11
H -21.3476 0.0544 1.9282 -0.32
C -23.0248 3.1807 1.1905 0.63
O -23.2977 3.6984 0.1062 -0.69
N -22.1414 2.2263 1.3847 -0.26
N -23.5217 3.5837 2.2944 -0.37
H -22.1760 1.9516 2.3560 0.06
H -21.9617 1.6076 0.6068 0.04
H -24.1581 4.3649 2.2242 0.25
H -23.3117 3.0682 3.1372 0.14